# 1
The following is a quantum chemistry calculation of a cluster of 8 separate species, C18H55N3O11 in total at a distorted geometry, from OMol25.

Computed properties:
multiplicity	2
charge	+1
max |F|	0.0839	hartree/bohr
relative energy (zero: lowest compared OMol25 entry of this formula, charge and spin)	0.000	eV
expectation value of S²	0.75
orbital gap (alpha / beta)	8.9 / 3.9	eV
E_HOMO (alpha / beta)	-11.2 / -11.2	eV
calculated total energy	-1710.23294	Ha

Atoms and positions in Å:
C1 15.34621 6.05928 24.81681
O1 16.70031 6.46989 25.10929
C2 17.09120 7.70738 24.51994
C3 18.06666 8.45964 25.39241
N1 19.37544 7.80977 25.41642
C4 20.12537 8.40736 26.45696
C5 21.49959 7.72382 26.44120
O2 21.31843 6.36151 26.87929
C6 22.40131 5.48437 26.75597
H1 15.09038 5.83733 23.78077
H2 14.58944 6.78522 25.11412
H3 15.14055 5.17785 25.42417
H4 16.22567 8.36134 24.41370
H5 17.40839 7.46858 23.50483
H6 17.58826 8.45290 26.37179
H7 18.21148 9.51844 25.17778
H8 19.35359 6.80953 25.55478
H9 19.64825 8.33840 27.43456
H10 20.17124 9.49602 26.42840
H11 22.14081 8.28607 27.12002
H12 22.03128 7.78388 25.49157
H13 22.91988 5.67902 27.69473
H14 22.94677 5.66310 25.82935
H15 22.02689 4.46412 26.83963
C7 17.10110 4.68848 19.53507
O3 17.33955 3.84934 20.65340
C8 16.64753 4.03658 21.89854
C9 17.18150 3.05520 22.98702
N2 18.65964 3.15481 23.15383
C10 19.13131 4.36084 23.66378
C11 20.68943 3.99673 24.02635
O4 21.39475 3.54825 22.91504
C12 22.77500 3.26357 23.11626
H16 16.47837 5.54969 19.77724
H17 16.61420 4.16773 18.71054
H18 18.06508 5.10475 19.24255
H19 15.57294 3.88419 21.79787
H20 16.79880 5.10479 22.05393
H21 17.00433 1.99939 22.78215
H22 16.70456 3.33360 23.92676
H23 19.12034 3.04144 22.26221
H24 18.60769 4.60179 24.58892
H25 18.96291 5.18159 22.96657
H26 20.86182 3.27361 24.82351
H27 21.13667 4.96191 24.26409
H28 23.19062 2.93814 22.16262
H29 22.90242 2.42788 23.80437
H30 23.38262 4.13254 23.36879
C13 11.30459 0.23598 29.95374
O5 12.38866 0.23308 29.04693
C14 13.63588 -0.19269 29.60633
C15 14.82943 0.24244 28.78204
N3 14.72591 -0.17768 27.39906
C16 15.71952 0.28620 26.46522
C17 15.50711 -0.34118 25.07630
O6 14.57985 0.43242 24.40226
C18 14.20354 -0.05801 23.10896
H31 11.26172 -0.60863 30.64141
H32 10.35291 0.17804 29.42548
H33 11.38424 1.13598 30.56345
H34 13.55122 -1.27926 29.58908
H35 13.78799 0.16292 30.62540
H36 15.72666 -0.14463 29.26500
H37 14.89860 1.31911 28.93726
H38 13.78458 -0.08532 27.04481
H39 16.68134 -0.12959 26.76543
H40 15.69011 1.37402 26.40296
H41 15.05583 -1.33323 25.09362
H42 16.39828 -0.40410 24.45184
H43 13.51207 -0.88813 23.25333
H44 15.03379 -0.26746 22.43448
H45 13.60895 0.73403 22.65372
O7 11.60075 5.80155 26.26173
H46 11.12133 5.35460 25.56415
H47 12.29901 5.19230 26.50150
O8 12.34622 4.00163 22.46958
H48 13.07858 3.60997 22.94550
H49 11.67864 4.15289 23.13865
O9 13.57670 3.70211 27.10134
H50 14.28993 3.55782 27.72320
H51 12.84329 3.19998 27.45660
O10 13.92625 3.00990 24.48355
H52 14.28175 2.12630 24.57902
H53 13.99992 3.39392 25.35723
O11 11.13025 1.25542 24.61144
H54 11.90116 1.81454 24.51484
H55 11.39506 0.58901 25.24548



# 2
The following is a quantum chemistry calculation of a structure of composition C18H56ClN4O12 at a distorted geometry, from OMol25.

Computed properties:
multiplicity	1
charge	-1
max |F|	0.0915	hartree/bohr
relative energy (zero: lowest compared OMol25 entry of this formula, charge and spin)	12.350	eV
orbital gap	8.3	eV
E_HOMO	-5.8	eV
calculated total energy	-2300.81214	Ha

Atoms and positions in Å:
Cl1 0.24527 0.04585 0.59116
O1 1.43250 0.43035 1.33736
O2 0.63986 -0.16192 -0.75013
O3 -0.30269 -1.20534 1.07471
O4 -0.68130 1.10274 0.59626
O5 -1.01005 1.42182 3.29879
H1 -1.09678 0.61910 3.81294
H2 -0.86204 1.11833 2.40313
O6 1.07698 0.46393 -3.16218
H3 0.13041 0.60039 -3.20232
H4 1.20563 -0.10344 -2.40206
O7 -0.28326 3.21883 1.03620
H5 -0.19536 3.75696 0.24948
H6 -0.42739 2.33218 0.70559
C1 -2.93429 3.50053 0.02922
C2 -3.57914 2.29164 0.74593
C3 -3.82014 1.06376 -0.17733
O8 -4.53421 1.51902 -1.27518
C4 -4.88345 0.43555 -2.18682
N1 -2.72229 1.92192 1.87353
H7 -2.70745 4.33224 0.69624
H8 -3.41007 3.98012 -0.82619
H9 -1.99272 3.16063 -0.40206
H10 -4.55787 2.64639 1.06895
H11 -4.22368 0.20954 0.36631
H12 -2.84430 0.71784 -0.51815
H13 -3.97360 0.12726 -2.70182
H14 -5.60523 0.87586 -2.87477
H15 -5.31375 -0.35501 -1.57203
H16 -3.10300 1.10864 2.33587
H17 -1.87839 1.60154 1.42045
C5 3.74856 -1.30303 1.88864
C6 2.71408 -2.38690 1.39057
C7 1.59636 -2.56200 2.37963
O9 2.10686 -3.19825 3.49524
C8 1.29088 -4.13981 4.17243
N2 2.20354 -1.89365 0.08146
H18 4.29028 -1.63507 2.77430
H19 3.23690 -0.36936 2.12225
H20 4.46389 -1.09498 1.09295
H21 3.26520 -3.30672 1.19492
H22 0.87973 -3.16205 1.81884
H23 1.05900 -1.66973 2.70089
H24 0.37519 -3.65497 4.51091
H25 1.69519 -4.46743 5.13018
H26 0.93930 -4.96517 3.55334
H27 1.21760 -2.09153 0.17570
H28 2.18386 -0.88412 0.10463
C9 -3.09531 -1.16669 -1.61300
C10 -2.57113 -2.54787 -1.70316
C11 -1.85636 -2.96392 -0.42242
O10 -1.26940 -4.21940 -0.70450
C12 -0.16068 -4.47488 0.07062
N3 -3.73372 -3.39939 -1.92584
H29 -3.83800 -0.91294 -2.36939
H30 -2.25898 -0.46903 -1.65692
H31 -3.60824 -1.06143 -0.65700
H32 -1.95016 -2.57031 -2.59870
H33 -2.48415 -3.00880 0.46751
H34 -1.12062 -2.17808 -0.25145
H35 0.25816 -5.43638 -0.22637
H36 -0.41133 -4.67713 1.11196
H37 0.69757 -3.81620 -0.06214
H38 -4.44530 -3.09356 -1.27759
H39 -3.42481 -4.22995 -1.44123
C13 2.52070 2.75963 -0.62132
C14 3.54072 1.68368 -0.86489
C15 4.32787 1.22308 0.41313
O11 4.96531 2.26206 1.07398
C16 6.23434 2.58746 0.57405
N4 2.88893 0.59348 -1.48810
H40 1.68768 2.35174 -0.04878
H41 2.30925 3.33968 -1.51962
H42 2.88610 3.57791 -0.00082
H43 4.29131 1.97830 -1.59831
H44 4.96299 0.41011 0.06129
H45 3.66984 0.81123 1.17831
H46 6.94236 1.76671 0.45915
H47 6.63889 3.16105 1.40798
H48 6.22145 3.21130 -0.31967
H49 2.26105 0.15932 -0.82676
H50 2.18415 1.03027 -2.06483
C17 -0.38711 2.51349 -1.90209
C18 -1.29871 1.35018 -2.23693
O12 -1.16460 1.14882 -3.59812
H51 -0.60897 3.40837 -2.48353
H52 0.65459 2.30928 -2.14957
H53 -0.50450 2.72011 -0.83830
H54 -2.33711 1.50579 -1.94432
H55 -0.96712 0.50844 -1.62897
H56 -1.70151 1.86197 -3.95131



# 3
The following is a quantum chemistry calculation of a cluster of 10 separate species, C18H56N4O10 in total at a distorted geometry, from OMol25.

Computed properties:
multiplicity	2
charge	-1
max |F|	0.1244	hartree/bohr
relative energy (zero: lowest compared OMol25 entry of this formula, charge and spin)	0.000	eV
expectation value of S²	0.75
orbital gap (alpha / beta)	2.1 / 9.6	eV
E_HOMO (alpha / beta)	0.2 / -7.4	eV
calculated total energy	-1690.73597	Ha

Atoms and positions in Å:
C1 0.95026 0.79303 -0.60725
C2 1.32365 0.55653 0.82630
O1 0.60288 -0.59901 1.24275
H1 1.21736 -0.00704 -1.29765
H2 1.62502 1.57019 -0.96617
H3 -0.08933 1.07364 -0.77635
H4 1.17594 1.48440 1.37888
H5 2.39781 0.39495 0.91657
H6 -0.29446 -0.26366 1.30546
C3 0.44301 4.63335 -0.73711
C4 -1.00469 4.52325 -1.29105
O2 -1.78286 4.75429 -0.17664
H7 0.54356 3.80982 -0.03015
H8 0.49694 5.62660 -0.29144
H9 1.17974 4.47247 -1.52417
H10 -1.33946 3.57063 -1.70161
H11 -1.24200 5.25659 -2.06176
H12 -2.10015 5.64533 -0.34087
C5 -1.44818 -1.35198 -2.45115
C6 -2.48251 -1.62501 -3.48071
O3 -3.39088 -0.56853 -3.63829
H13 -1.90779 -1.31431 -1.46351
H14 -1.18399 -0.29448 -2.45295
H15 -0.56735 -1.99285 -2.49038
H16 -3.03667 -2.49856 -3.13729
H17 -2.13305 -1.83890 -4.49077
H18 -4.18585 -0.87132 -4.08318
C7 0.38272 -4.13691 4.42872
C8 1.12459 -2.80687 4.22491
O4 1.57573 -2.72979 2.89711
H19 -0.40540 -4.10152 3.67658
H20 -0.20300 -4.15196 5.34786
H21 1.16530 -4.89526 4.40441
H22 1.98071 -2.69176 4.88967
H23 0.42705 -1.97310 4.30466
H24 1.22577 -1.93645 2.48512
C9 -3.67066 -3.30096 0.28855
C10 -2.20429 -3.50594 0.69228
O5 -1.52773 -4.51257 -0.02777
H25 -3.69632 -3.07095 -0.77660
H26 -4.14675 -2.39221 0.65682
H27 -4.28127 -4.15777 0.57341
H28 -2.25953 -3.80171 1.73992
H29 -1.80171 -2.49806 0.79338
H30 -0.57126 -4.43181 -0.01188
C11 1.98400 -4.53222 -2.72543
C12 1.77510 -4.62397 -1.23754
O6 1.11201 -3.40118 -0.86001
H31 2.83719 -5.12357 -3.05777
H32 2.33789 -3.54186 -3.01185
H33 1.10804 -4.85001 -3.29094
H34 2.73054 -4.70116 -0.71862
H35 1.21353 -5.49324 -0.89535
H36 1.68706 -2.85312 -0.32099
C13 2.27721 1.60095 -4.11816
C14 1.10338 2.66340 -3.95951
O7 1.57911 4.01280 -4.08691
H37 2.83194 1.67433 -5.05357
H38 1.69431 0.68187 -4.17847
H39 2.94706 1.58381 -3.25846
H40 0.55662 2.57938 -3.02032
H41 0.43328 2.58436 -4.81555
H42 1.09681 4.62413 -4.64841
C15 4.80091 3.14355 -0.41353
C16 4.05398 3.29994 0.94812
O8 4.84278 4.15872 1.76719
H43 4.88952 4.13871 -0.84930
H44 4.34827 2.48552 -1.15530
H45 5.79629 2.71477 -0.29754
H46 3.78748 2.37943 1.46748
H47 3.11993 3.84677 0.81922
H48 5.35799 4.80045 1.27287
C17 -1.89019 -0.23580 5.23130
O9 -1.59760 -0.34373 6.39933
N1 -3.02431 -0.66364 4.68142
N2 -1.19999 0.23619 4.27087
H49 -3.68008 -1.09456 5.31732
H50 -3.25977 -0.57697 3.70308
H51 -0.42504 0.82102 4.54934
H52 -1.48502 0.18336 3.30337
C18 -2.68552 1.32355 0.97135
O10 -2.25292 0.33773 1.65274
N3 -3.22013 1.23165 -0.21493
N4 -2.57892 2.55481 1.35150
H53 -3.60361 2.07178 -0.62386
H54 -3.36094 0.30484 -0.59084
H55 -2.53951 3.27373 0.64320
H56 -2.37959 2.87964 2.28684